Entry 1:
{"formula": "C48H42ClFN3O22S", "method": "ωB97M-V/def2-TZVPD", "homo_energy_ev": -11.198, "e_lumo_ev": -3.27, "charge": 1, "e_tot_ev": -126032.4442, "gap_ha": 0.291, "species": ["O", "C", "H", "O", "C", "H", "H", "C", "C", "H", "C", "O", "H", "H", "O", "C", "C", "C", "H", "H", "H", "H", "C", "H", "H", "C", "O", "O", "C", "O", "H", "O", "H", "C", "H", "C", "O", "H", "C", "H", "H", "C", "C", "H", "H", "H", "C", "H", "H", "C", "H", "O", "H", "C", "O", "H", "N", "H", "H", "H", "C", "O", "C", "H", "C", "C", "H", "F", "C", "O", "H", "C", "C", "C", "C", "C", "C", "O", "H", "N", "O", "C", "C", "S", "C", "C", "C", "H", "H", "C", "C", "Cl", "H", "C", "C", "C", "C", "H", "C", "O", "H", "C", "H", "C", "N", "C", "O", "H", "H", "H", "O", "O", "C", "O", "O", "C", "C", "O"], "coordinates": [[-3.621199, 8.113459, 5.335327], [-2.803884, 7.883434, 4.284984], [-3.460424, 9.542602, 3.138358], [-5.249063, 4.765797, 5.556530], [-0.555693, 5.687020, -3.613156], [-3.963272, -3.497692, 4.904361], [-2.431877, 5.454688, 9.131621], [-2.809024, 8.682615, 3.212005], [0.839243, -1.317890, 3.509978], [4.169427, -9.020235, -4.550642], [-0.965708, 4.112085, -1.669566], [5.074970, -0.863860, -5.851054], [-3.065890, -0.219382, 5.855704], [0.485068, 0.702643, 2.511268], [0.738120, 4.929562, -5.413413], [3.170277, -9.206694, -4.181288], [-1.175124, 5.446294, -2.310468], [4.982779, -0.201426, -7.026767], [-0.380835, 5.554638, 3.294798], [-2.498489, -5.221627, 1.580685], [1.825888, -7.567037, -1.062442], [-0.966637, -4.506029, 4.348168], [-2.696726, 4.819116, 8.297815], [-3.431960, 7.406382, 5.981726], [-2.808851, -4.923880, -1.046228], [2.199259, -0.701962, -2.728720], [-0.230740, 6.970648, 1.097198], [-1.894224, 5.994678, 5.362506], [1.827167, -0.838115, -4.161658], [1.436016, 0.504112, 0.264359], [-1.096870, -0.816122, -1.298821], [0.983791, 2.531624, -4.173441], [-1.577970, -2.798414, 5.711497], [0.706100, 0.952020, 4.676345], [-1.721773, -1.059016, -3.870891], [-2.042818, 3.684690, 8.031756], [-4.421912, 6.285326, 7.652660], [3.275538, -0.607502, -2.437675], [-3.548289, 3.240430, 6.048059], [1.189077, 4.090717, -5.629791], [-3.902518, -2.152265, 3.678025], [-1.942747, -2.556590, 4.676436], [-1.028607, 7.218394, 2.155695], [0.020471, 1.831785, 4.870025], [2.666667, -0.857215, -4.898779], [0.872344, 0.318397, 5.588828], [-1.538661, -5.256132, 0.977970], [-1.599234, -1.563096, 4.293186], [0.156601, -1.075697, -5.677583], [-1.963925, -5.447163, -0.530495], [-0.699662, 6.662064, -4.058434], [-1.844092, 6.286419, -1.735090], [-0.710786, 2.430605, 8.397591], [-3.547103, -2.472542, 4.703303], [2.689511, -10.716040, -5.906119], [-3.821153, 2.597517, 5.221867], [0.988378, -2.428668, 1.096058], [6.020645, -1.092813, -5.756154], [-5.551286, 5.609847, 5.946130], [-0.419024, 7.683401, 0.454362], [5.002977, 1.139067, -9.539832], [0.211667, -11.050918, -4.861609], [6.247370, -0.015980, -7.799444], [-1.980588, 4.757946, -0.243980], [-0.635985, -3.382624, 2.516220], [1.085087, -0.701920, -1.731397], [-0.946863, 0.092230, 3.421167], [2.259687, -1.272286, 3.503216], [0.184440, 0.104708, 3.414738], [-1.525130, 3.919778, -0.456249], [3.967798, 2.012606, -10.821564], [-3.812207, 5.249343, 7.453579], [0.156828, 4.727978, -4.213624], [1.502534, -0.593823, -0.211981], [0.952337, -10.292141, -4.268425], [0.313054, -3.495778, 0.497693], [6.171505, 0.673573, -9.086770], [-1.011379, 3.268826, 8.796849], [0.545232, -1.767101, 4.507161], [-0.654069, -4.102590, 1.248091], [-1.881184, 9.126038, 1.093171], [-1.918263, 8.416763, 2.079709], [3.815544, 0.266238, -7.476847], [-4.060735, -1.188120, 5.920401], [1.392607, -8.759907, -2.433848], [0.410757, -0.972479, -4.585793], [-1.021531, 6.423614, 3.228045], [2.893130, 0.141179, -6.926749], [-1.020073, -6.203934, 1.325669], [0.396568, -2.338247, 2.407698], [-1.558096, -3.767773, 3.716061], [0.829357, -3.941691, -1.136671], [-0.099296, 2.181965, -1.818737], [-1.892747, 6.700336, 4.367503], [-0.336177, -0.811532, -2.120366], [2.759166, -8.496702, -2.971869], [-4.205431, 4.371112, 6.312587], [1.912305, -11.255057, -6.151087], [-0.256474, 3.152248, -2.271014], [3.486522, -7.708701, -2.391716], [-2.505523, -4.298509, 3.435411], [0.343223, 3.384574, -3.585212], [7.091326, 0.785644, -9.644326], [3.742514, 0.977820, -8.754417], [-1.321548, -6.321392, -1.223342], [2.330653, -10.049667, -4.792094], [4.910292, 1.775376, -10.724557], [-0.578075, -6.750748, -0.651773], [-0.442107, -9.793456, -2.662458], [1.704290, 1.421449, 4.407689], [-1.789038, 1.805516, 6.640609], [1.046195, -8.107581, -1.297987], [-2.421004, 2.824651, 6.872584], [1.987119, -1.709977, 0.568202], [7.292010, -0.442361, -7.343119], [0.551384, -9.596981, -3.042099], [-0.653123, -0.950321, -3.559986], [2.701877, 1.431810, -9.191616]], "forces_ev_per_angstrom": [[0.792, -0.675, -0.497], [-0.729, 0.629, 0.375], [0.018, -0.015, 0.021], [0.657, 0.296, 0.810], [-0.178, 0.061, 0.278], [0.129, 1.261, 0.331], [0.011, -0.017, -0.023], [0.176, -0.049, -0.257], [-0.446, -0.465, -0.182], [-0.028, -0.012, -0.001], [-0.110, -0.664, 0.772], [0.453, 0.331, -0.731], [-0.449, -1.062, -0.373], [-0.196, -1.033, 0.624], [-0.159, -0.671, 0.767], [0.022, 0.250, 0.308], [0.030, 0.584, -0.469], [-0.557, -0.302, 0.746], [0.012, 0.036, -0.003], [1.385, 0.602, -0.453], [0.039, -0.138, -0.070], [-0.684, 0.694, -0.860], [-0.309, 0.140, -0.102], [-0.172, 0.221, 0.154], [0.734, -0.140, 0.967], [-3.222, -0.415, -1.088], [-0.715, 0.622, 0.343], [-0.315, 0.254, 0.096], [-1.409, 0.017, 1.883], [0.525, -1.887, 0.459], [0.596, 0.035, -1.123], [0.013, 0.269, -0.200], [-0.263, 0.615, -1.033], [0.384, 0.579, -0.855], [1.155, 0.169, 0.329], [0.560, 0.227, 0.801], [-0.135, -0.113, -0.400], [-1.254, -0.123, -0.212], [0.271, -0.369, 0.097], [-0.017, 0.109, -0.081], [0.386, -0.464, 1.033], [-1.540, -0.673, -0.460], [0.753, -0.604, -0.470], [0.647, -1.303, -0.001], [-0.989, 0.023, 0.702], [-0.464, 0.677, -0.785], [-1.197, -1.199, -0.565], [-0.083, -1.098, 0.589], [0.284, 0.114, 1.439], [1.514, -1.371, -0.370], [0.003, -0.031, -0.005], [0.072, -0.350, 0.246], [0.049, 0.080, 0.117], [1.612, 0.558, -0.856], [-0.771, 0.201, 0.723], [-0.024, 0.037, 0.003], [-4.476, -3.259, 2.023], [-0.067, -0.006, 0.035], [-0.083, -0.060, -0.105], [0.031, -0.092, -0.028], [0.530, 0.327, -0.835], [0.319, 0.049, -0.121], [0.525, 0.206, -0.589], [0.044, -0.064, 0.046], [1.754, 1.763, -0.833], [0.698, -1.262, -1.538], [1.289, -0.444, 0.006], [-1.531, 0.188, -0.191], [0.736, 1.111, 0.882], [0.099, 0.596, -0.740], [0.102, 0.035, -0.091], [0.531, 0.126, 0.713], [0.154, 0.678, -0.755], [-1.585, 2.995, -2.100], [-0.513, -0.048, 0.289], [1.259, -0.124, -2.301], [0.127, -0.164, 0.273], [-0.550, -0.219, -0.815], [0.373, 0.434, -1.171], [1.704, 3.182, 1.447], [0.271, -0.322, -0.036], [-0.545, 0.573, 0.161], [-0.100, 0.108, -0.173], [-0.018, 0.020, 0.199], [-0.728, -0.032, 0.414], [0.811, 0.341, 2.598], [-0.143, -0.148, 0.375], [0.001, 0.050, -0.031], [-0.424, 1.169, -0.557], [-1.612, -1.494, 0.481], [1.268, 0.109, 0.532], [-0.653, 0.268, 1.983], [0.014, 0.023, 0.000], [0.475, -0.387, -0.277], [2.414, -0.120, -1.567], [0.625, -0.073, -0.460], [-0.720, -0.223, -0.853], [0.118, -0.002, -0.079], [0.153, -0.096, -0.268], [-0.389, 0.043, 0.258], [1.043, 0.566, -0.220], [-0.048, -0.475, 0.471], [-0.028, 0.009, 0.011], [-0.418, -0.155, 0.416], [-1.035, 1.155, 1.015], [0.776, -0.189, -0.724], [-0.521, -0.331, 0.846], [-0.270, -0.015, -0.504], [0.012, 0.010, -0.021], [-1.074, -0.753, 0.339], [0.192, -0.039, 0.321], [0.739, 0.030, -0.353], [-0.486, -0.024, -0.596], [0.234, 0.017, -0.347], [-0.326, -0.114, 0.301], [-0.087, -0.100, -0.094], [1.895, 0.153, 0.642], [0.246, 0.049, -0.192]]}

Entry 2:
{"formula": "C48H42GeN6O6S5Sc", "method": "ωB97M-V/def2-TZVPD", "homo_energy_ev": -5.162, "e_lumo_ev": 1.97, "charge": -1, "e_tot_ev": -203083.7245, "gap_ha": 0.262, "e_above_lowest_kj_mol": 116.9, "species": ["N", "C", "C", "H", "C", "C", "H", "H", "H", "H", "C", "H", "C", "C", "H", "C", "O", "C", "H", "C", "C", "H", "N", "H", "C", "O", "C", "C", "H", "S", "H", "C", "C", "C", "C", "H", "H", "H", "C", "C", "C", "C", "N", "O", "S", "C", "H", "O", "H", "H", "H", "C", "H", "Sc", "C", "O", "C", "H", "H", "C", "H", "H", "H", "C", "C", "N", "H", "H", "N", "O", "H", "C", "H", "C", "C", "C", "C", "H", "C", "H", "Ge", "H", "S", "H", "S", "C", "C", "C", "C", "N", "C", "H", "C", "C", "H", "H", "C", "H", "S", "C", "H", "C", "H", "C", "C", "H", "C", "H", "H"], "coordinates": [[-0.750974, 1.013634, 2.197459], [1.695113, -3.024251, -6.999345], [2.160215, -2.437865, 4.210828], [-1.517771, -2.604491, -2.969970], [1.429439, -1.513022, 5.078195], [0.444368, 1.029081, -3.502505], [-7.292152, -0.460879, 0.202438], [4.315413, -4.931083, 0.987121], [2.954623, 3.232664, -4.116246], [1.444490, -0.194731, 8.187214], [1.878913, -1.243623, 6.362818], [0.820725, 2.029430, 1.349555], [3.785108, 2.137224, 4.279785], [-0.672956, 3.399334, 2.065308], [-3.145997, -1.628484, -4.125878], [-4.413655, 0.826903, -0.999300], [1.211315, 4.280125, 5.063319], [-0.311083, 1.830391, -2.651489], [-2.427849, 1.406762, -7.948121], [3.519917, 3.047449, 5.281463], [-1.889063, 3.476095, 2.732535], [-2.324446, 4.438426, 2.969307], [1.446694, 1.839196, 4.477363], [3.723803, -3.700128, -7.172801], [0.093504, 3.113905, -2.320127], [1.816287, -0.930456, -1.699010], [2.515184, 1.468948, 3.820338], [0.781884, -2.316516, -6.228794], [-3.502308, 2.323654, 3.581628], [-0.235678, -4.181063, 1.812369], [-0.565510, 0.890918, -6.438216], [3.754258, -4.653600, 0.098329], [5.084787, 1.934337, 3.851345], [2.031125, 2.842997, -3.705066], [1.159409, -1.728525, -5.021193], [3.808939, -3.575893, -0.039324], [4.422665, -2.669719, -5.033778], [5.291218, 1.219030, 3.066738], [-5.777327, 0.566739, -0.910315], [1.024213, -1.467115, -0.941791], [-6.732646, 1.138008, -1.919404], [-6.231388, -0.254233, 0.118202], [1.700532, -2.625667, 3.040601], [1.061485, -1.284004, 0.354030], [2.578248, 0.395318, 2.517797], [-3.525844, 0.266605, -0.093759], [1.594656, 4.624163, -2.590405], [-1.622776, -1.418269, 1.310585], [-0.525099, -2.927096, -0.664579], [4.167127, -5.158952, -0.773973], [7.121888, 2.523220, 4.144240], [-0.933935, -1.813897, -2.489399], [3.021681, -2.986555, 4.582019], [0.236997, -1.081783, 2.112455], [-2.968498, -0.964432, -4.963667], [1.461001, 2.645892, 6.889258], [6.096574, 2.665605, 4.460559], [-1.405194, 0.078972, 5.006611], [-2.469218, 0.473152, -0.152213], [-4.028492, -0.668448, -5.813491], [-4.038549, 1.467801, -1.789457], [6.621941, 4.132425, 5.935103], [-0.239167, -2.219907, -6.579658], [-0.469172, -0.273906, 5.412812], [-3.838714, 0.182813, -6.889646], [-2.630078, -0.069654, 3.154788], [4.274316, 4.484242, 6.691241], [-0.740818, 0.648691, 7.319710], [2.337410, -3.499853, 2.199302], [-3.428322, -2.364121, 2.708290], [-0.507260, 3.713442, -1.647738], [-2.543299, 2.317969, 3.084831], [-0.118943, 4.281475, 1.781332], [2.484624, -1.868536, -4.603771], [-0.101923, 0.023158, 6.716192], [1.106266, -0.447019, 7.190867], [1.440354, -4.173309, 1.522441], [-7.718197, 1.303771, -1.483196], [4.507999, 3.782671, 5.902264], [2.234950, 0.954059, -4.685518], [-0.173774, -0.764574, -3.961009], [-6.855205, 0.459673, -2.765698], [1.770538, 3.043521, 5.541252], [0.591325, -3.246398, -1.981262], [-2.865582, -1.191901, 2.114892], [-1.965141, 1.080272, 2.779996], [-5.354276, -0.818267, 1.030214], [-0.141350, 2.151407, 1.829789], [1.619876, 1.557060, -4.027115], [0.278626, -1.007277, 4.591629], [-1.535208, 0.437619, -6.257306], [-1.659029, -1.187778, -1.971307], [-1.702056, -0.422079, -5.169700], [0.016595, -2.459902, -1.483822], [-6.366701, 2.086104, -2.312695], [-5.002524, -1.105950, -5.632996], [3.007921, -3.149699, -6.574465], [2.820535, -1.660268, 6.694381], [2.034429, -5.179631, 0.208472], [3.399891, -2.570255, -5.376071], [1.378811, -3.475998, -7.931835], [1.270143, 3.623924, -2.848824], [2.789100, -1.438977, -3.657877], [-3.996307, -0.568602, 0.905045], [5.814369, 3.578731, 5.473768], [-1.238034, 1.453722, -2.240467], [-2.584889, 0.737365, -7.111379], [-5.707089, -1.467377, 1.819721], [-4.662329, 0.415918, -7.553193]], "forces_ev_per_angstrom": [[-0.033, -0.046, 0.047], [-0.030, -0.004, -0.030], [-0.141, -0.087, -0.137], [-0.001, 0.010, 0.000], [-0.015, -0.034, 0.069], [0.058, -0.006, 0.006], [-0.006, 0.005, 0.007], [-0.024, -0.009, 0.019], [-0.004, -0.001, -0.005], [-0.006, 0.005, -0.012], [-0.051, -0.008, -0.075], [0.007, 0.023, 0.015], [-0.109, -0.025, 0.025], [0.108, -0.086, -0.029], [0.009, -0.006, 0.011], [0.037, -0.031, 0.023], [-0.042, 0.025, 0.080], [-0.023, -0.002, -0.023], [0.003, 0.010, -0.009], [0.069, 0.041, 0.064], [-0.037, 0.027, 0.016], [0.001, 0.015, 0.008], [-0.063, 0.102, -0.052], [0.001, -0.002, -0.002], [0.004, 0.034, 0.007], [-0.207, 0.174, -0.079], [0.053, 0.111, -0.033], [-0.012, 0.026, -0.006], [-0.006, -0.010, 0.013], [-0.037, 0.199, -0.034], [0.011, -0.004, 0.011], [0.040, 0.010, -0.032], [0.034, -0.011, 0.003], [0.024, 0.027, -0.018], [-0.016, -0.026, -0.039], [-0.008, 0.006, -0.003], [0.010, -0.003, -0.003], [-0.010, -0.008, -0.015], [0.040, -0.009, 0.001], [0.634, -0.301, 0.232], [-0.041, 0.053, -0.015], [-0.053, -0.019, 0.013], [0.344, 0.360, -0.007], [-0.351, 0.225, -0.137], [-0.038, -0.157, -0.033], [-0.050, 0.071, -0.101], [0.004, 0.005, 0.006], [-0.751, -0.041, -0.063], [-0.079, 0.006, 0.019], [0.021, -0.005, -0.015], [0.008, 0.001, 0.002], [-0.028, -0.131, -0.043], [-0.013, -0.019, 0.011], [0.832, -0.628, 0.383], [-0.008, -0.041, 0.028], [0.009, 0.039, 0.036], [-0.002, 0.015, -0.006], [0.008, 0.017, 0.029], [0.181, 0.020, -0.096], [-0.014, -0.003, 0.010], [-0.006, 0.007, 0.003], [0.009, 0.005, -0.001], [-0.019, 0.004, 0.001], [0.017, 0.016, 0.035], [-0.013, 0.013, -0.036], [-0.106, -0.060, 0.065], [-0.008, 0.024, 0.007], [-0.015, 0.024, 0.027], [-0.193, -0.014, 0.067], [-0.102, 0.047, 0.031], [-0.015, 0.013, 0.025], [0.014, 0.023, -0.047], [-0.009, 0.014, -0.013], [-0.007, 0.006, 0.054], [-0.010, -0.073, -0.044], [-0.032, -0.002, 0.009], [0.174, -0.128, -0.019], [0.008, -0.005, 0.000], [0.031, -0.017, -0.043], [0.001, -0.006, 0.000], [-0.036, -0.018, 0.022], [0.004, -0.029, -0.019], [0.010, -0.045, -0.136], [0.057, 0.071, 0.042], [0.104, 0.014, -0.153], [0.028, 0.113, -0.036], [0.051, -0.105, -0.063], [-0.065, 0.063, -0.044], [0.040, -0.048, -0.026], [0.094, -0.078, -0.133], [0.050, 0.026, -0.001], [-0.127, 0.155, 0.098], [0.026, 0.016, 0.012], [-0.010, 0.077, -0.041], [-0.003, 0.007, -0.005], [-0.020, -0.003, 0.012], [0.047, -0.020, -0.006], [0.009, -0.004, -0.002], [-0.038, 0.029, 0.061], [0.014, 0.001, 0.016], [0.000, -0.001, -0.002], [0.023, 0.036, 0.016], [0.001, -0.002, 0.000], [-0.071, 0.050, 0.099], [-0.002, -0.005, 0.020], [-0.126, -0.082, 0.093], [-0.017, 0.002, -0.013], [0.005, -0.009, 0.028], [-0.006, 0.000, -0.002]]}

- The lowest charge belongs to which entry?
  C48H42GeN6O6S5Sc

- Look up the charge of the second one.
  -1

- charge of number 2 (C48H42GeN6O6S5Sc)?
  -1

- Among the records above, which one has the highest charge?
  C48H42ClFN3O22S